Record 1
67
Properties=species:S:1:pos:R:3:forces:R:3 method="wB97M-V/def2-TZVPD" orbital_gap_ev="4.81 / 4.84" charge=-2 lumo_ev="4.12 / 4.12" spin_multiplicity=1
Ir 0.65434 1.32442 0.90304 -1.9 -0.1 -0.6
Se 2.51082 -0.10057 2.82409 0.1 -0.3 -0.2
Se 2.52685 0.80783 4.94746 -0.2 0.3 0.3
Te 1.18318 3.04633 4.54819 0.0 -0.3 0.2
Se 1.50697 3.28896 2.12662 0.2 0.3 -0.2
O -2.19816 3.88252 -0.76607 0.0 -0.2 0.1
C -1.83887 2.71304 -0.76875 0.1 0.2 -0.5
O -1.51829 1.97180 0.22337 0.8 0.1 0.7
C -1.81349 1.94410 -2.08448 0.1 0.1 0.0
C -2.42728 2.49960 -3.20066 0.0 0.0 0.0
C -2.48014 1.80871 -4.39843 0.0 0.0 0.0
C -1.90051 0.54951 -4.48583 0.0 0.0 0.0
C -1.26069 0.00439 -3.38366 0.0 0.0 0.0
C -1.20227 0.69164 -2.16935 0.0 0.0 0.1
P -0.34033 -0.07422 -0.72424 0.5 -0.1 0.3
C 0.80979 -1.18996 -1.63260 0.0 0.0 0.0
C 1.71191 -0.56951 -2.49904 0.0 0.0 0.0
C 2.68402 -1.29634 -3.16344 0.0 0.0 0.0
C 2.77128 -2.67033 -2.97869 0.0 0.0 0.0
C 1.87212 -3.30240 -2.13515 0.0 0.0 0.0
C 0.89815 -2.56790 -1.46732 0.0 0.0 0.0
C -1.58183 -1.25052 -0.08968 -0.1 0.1 -0.1
C -1.17336 -2.11994 0.91949 0.0 0.0 0.1
C -2.04929 -3.05736 1.43922 0.0 0.0 0.0
C -3.36436 -3.10559 0.98719 0.0 0.0 0.0
C -3.78854 -2.21365 0.01482 0.0 0.0 0.0
C -2.89671 -1.29474 -0.52885 0.0 0.0 0.0
H -2.85871 3.48586 -3.08660 0.0 0.0 0.0
H -2.96838 2.24678 -5.26164 0.0 0.0 0.0
H -1.93418 -0.00850 -5.41433 0.0 0.0 0.0
H -0.79827 -0.96969 -3.47563 0.0 0.0 0.0
H 1.65529 0.49905 -2.66233 0.0 0.0 0.0
H 3.38705 -0.77672 -3.80265 0.0 0.0 0.0
H 3.54397 -3.24068 -3.48057 0.0 0.0 0.0
H 1.92863 -4.37412 -1.98256 0.0 0.0 0.0
H 0.20669 -3.08755 -0.81810 0.0 0.0 0.0
H -0.16205 -2.03011 1.30327 0.0 0.0 0.0
H -1.71551 -3.73371 2.21801 0.0 0.0 0.0
H -4.05747 -3.82635 1.40583 0.0 0.0 0.0
H -4.81748 -2.22851 -0.32465 0.0 0.0 0.0
H -3.23364 -0.60018 -1.28821 0.0 0.0 0.0
Cl 4.69080 -0.23713 -0.55038 0.1 0.0 0.1
C 4.26503 1.24719 -1.36184 0.1 0.0 0.0
C 5.11069 1.74437 -2.31923 0.0 0.0 0.0
C 4.78810 2.90341 -3.02912 0.1 0.0 0.0
C 3.58155 3.52780 -2.73248 0.0 -0.1 0.0
C 2.73245 3.03725 -1.76280 0.0 0.0 -0.2
Cl 1.23902 3.89695 -1.48678 -0.1 -0.1 0.1
C 3.01149 1.85918 -0.98507 0.0 0.1 0.4
N 2.27008 1.31862 -0.06596 -0.2 -0.1 -0.4
H 6.03035 1.20721 -2.51899 0.0 0.0 0.0
H 5.45503 3.30388 -3.78098 0.0 0.0 0.0
H 3.28070 4.42680 -3.25711 0.0 0.0 0.0
C -0.20115 -1.79606 4.55859 -0.1 0.0 0.1
As -1.39566 -0.29697 4.33191 0.1 -0.1 -0.1
C -3.16059 -1.09959 4.42253 0.0 0.0 0.0
C -1.34215 0.59867 6.04010 0.1 0.0 0.0
S -1.42462 0.88577 2.59075 0.2 0.0 0.1
H -0.70601 -2.53260 5.18798 0.0 0.0 0.0
H 0.71179 -1.42943 5.02177 0.1 0.0 0.0
H 0.05218 -2.21221 3.59254 0.0 0.0 -0.1
H -3.17564 -1.91974 5.14182 0.0 0.0 0.0
H -3.42102 -1.45613 3.42847 0.0 0.0 0.0
H -3.86674 -0.32698 4.72437 0.0 0.0 0.0
H -1.60854 -0.12078 6.81734 0.0 0.0 0.0
H -2.05348 1.42191 6.01026 0.0 0.0 0.0
H -0.33489 0.97325 6.19519 0.0 0.0 0.0

=====

Record 2
76
Properties=species:S:1:pos:R:3:forces:R:3 method="wB97M-V/def2-TZVPD" orbital_gap_ev=5.65 charge=-2 lumo_ev=4.14 spin_multiplicity=1
K -0.56450 -0.65503 0.27126 0.5 1.9 -0.3
C -0.31698 2.16895 -3.60931 0.0 0.0 0.2
C 0.00878 1.52695 -2.28530 -0.1 0.1 -0.3
N -0.63007 1.75041 -1.19949 0.1 -0.5 -0.1
O -1.58560 2.67977 -1.27581 0.0 0.5 0.0
B -2.30683 3.04661 -0.01902 -0.3 -0.1 -0.1
F -3.27425 2.06957 0.26682 0.2 0.0 0.0
F -2.93451 4.26961 -0.31109 0.1 -0.1 0.1
O -1.49205 3.26824 1.21332 -0.1 0.1 -0.1
N -0.28735 2.68018 1.24741 0.5 -0.2 -0.1
C 0.24813 2.57593 2.40207 -0.2 0.1 0.2
C -0.41881 3.00181 3.68342 0.0 -0.1 -0.1
C 1.58537 1.92282 2.45188 -0.3 0.1 0.1
N 2.39720 2.23201 1.51905 -0.1 0.2 0.0
O 3.59670 1.48006 1.64779 0.4 -0.4 -0.2
B 4.33773 1.36909 0.52497 0.3 0.1 -0.3
F 5.43778 0.59001 0.58570 -0.4 0.2 0.1
F 4.18820 2.07685 -0.59740 -0.1 -0.2 0.3
O 2.73485 -0.53530 -0.99719 0.2 0.0 -0.1
N 1.48585 0.17541 -1.05275 0.4 0.3 0.2
C 1.18686 0.62246 -2.20433 0.2 0.0 -0.1
C 1.96927 0.34760 -3.45233 0.0 -0.1 0.1
C 1.84247 0.94465 3.55930 0.0 -0.1 -0.2
H -1.20911 2.77481 -3.48178 0.0 0.0 0.0
H -0.50900 1.40322 -4.36398 0.0 0.0 0.0
H 0.49759 2.81090 -3.95462 0.0 0.0 0.0
H -1.22348 3.69036 3.43743 0.0 0.0 0.0
H 0.28912 3.48604 4.35976 0.0 0.0 0.0
H -0.86040 2.13781 4.18997 0.0 0.0 0.0
H 2.85960 -0.22486 -3.21665 0.0 0.0 0.0
H 2.25657 1.28082 -3.93581 0.0 0.0 -0.1
H 1.34161 -0.23211 -4.13178 0.0 0.1 0.0
H 1.47879 1.34023 4.50690 0.0 0.0 0.0
H 2.89644 0.69537 3.63334 0.0 0.0 0.1
H 1.27671 0.03186 3.33886 -0.1 0.0 0.0
O -0.43582 -1.87945 -1.75901 -0.1 -0.5 -0.9
C -1.50772 -2.00081 -2.42894 0.0 -0.1 -0.1
C -1.48485 -2.00876 -3.86487 0.0 -0.1 -0.1
C -2.62308 -2.07021 -4.63768 0.0 0.0 0.1
C -3.88721 -2.12406 -4.04248 0.0 0.0 0.0
C -3.95306 -2.11998 -2.65774 0.0 -0.1 0.1
C -2.82598 -2.09282 -1.83553 0.2 0.1 -0.1
C -3.05051 -1.99712 -0.38860 -0.4 -0.3 0.1
N -2.24151 -2.36796 0.52491 -0.1 -0.5 0.0
N -2.66266 -2.11572 1.81817 -0.6 0.1 0.3
C -1.76016 -1.66387 2.66074 0.1 -0.3 -0.3
O -0.53806 -1.38064 2.45398 -0.2 -0.5 1.5
C -2.31903 -1.41773 4.04650 0.1 0.1 0.1
C -3.67900 -1.50703 4.33990 0.0 0.0 0.0
C -4.14859 -1.21609 5.61286 0.0 0.0 0.0
C -3.26929 -0.82275 6.61665 0.0 0.0 0.0
C -1.91102 -0.74378 6.33756 -0.1 0.0 0.0
C -1.44489 -1.04337 5.06321 0.1 0.0 0.0
H -0.50586 -1.96268 -4.33406 0.0 0.0 0.0
H -2.53972 -2.06283 -5.72086 0.0 0.0 0.0
H -4.78726 -2.15852 -4.64366 0.0 0.0 0.0
H -4.92758 -2.15709 -2.17666 0.0 0.1 0.0
H -4.00156 -1.53580 -0.09305 0.0 -0.1 0.1
H -4.35104 -1.79662 3.54298 0.0 0.0 0.0
H -5.21037 -1.27986 5.82433 0.0 0.0 0.0
H -3.64370 -0.57966 7.60532 0.0 0.0 0.0
H -1.21975 -0.44014 7.11579 0.0 0.0 0.0
H -0.38882 -0.99358 4.82635 0.0 0.0 0.0
O 2.50736 -2.84958 -1.76316 0.0 -0.1 0.0
B 2.73114 -1.87949 -0.78789 -0.1 0.0 -0.2
O 3.15533 -2.46479 0.40508 0.0 0.0 0.1
C 3.17961 -3.80983 0.15750 0.0 0.0 -0.1
C 3.55190 -4.83552 0.99287 0.0 0.0 0.1
C 3.50211 -6.12805 0.46800 0.0 0.0 0.0
C 3.09658 -6.36023 -0.84088 0.0 0.0 0.0
C 2.72967 -5.31004 -1.68374 -0.1 0.0 -0.1
C 2.77775 -4.04217 -1.15536 0.1 0.1 0.1
H 3.86382 -4.64014 2.01135 0.0 0.0 0.0
H 3.79054 -6.96279 1.09534 0.0 0.0 0.0
H 3.06305 -7.37640 -1.21468 0.0 0.0 0.0
H 2.40565 -5.47454 -2.70287 0.0 0.0 0.0

=====

Record 3
65
Properties=species:S:1:pos:R:3:forces:R:3 method="wB97M-V/def2-TZVPD" orbital_gap_ev="5.09 / 6.92" charge=-1 lumo_ev="2.58 / 2.38" s2=3.85 spin_multiplicity=4
V 0.17446 -0.20000 0.06634 1.1 -0.5 -0.7
Cl -1.80293 -5.72698 4.24879 0.0 -0.1 0.1
C -1.63045 -4.38375 3.14431 -0.1 0.0 -0.1
C -2.32736 -4.41770 1.94342 0.0 0.0 0.0
C -2.16809 -3.37459 1.04475 0.0 0.2 -0.2
C -1.31676 -2.30879 1.31939 0.2 -0.3 0.9
O -1.10060 -1.34214 0.45147 -2.7 -1.5 0.1
C -0.64488 -2.25797 2.57773 -0.3 -0.1 -0.4
C 0.15463 -1.13559 2.92337 0.0 0.2 0.3
N 0.36714 -0.09737 2.11660 0.3 0.2 0.7
C 1.03891 1.00700 2.54944 -0.1 0.0 0.1
C 1.35432 1.36480 3.87252 0.0 -0.1 0.0
C 2.05529 2.53657 4.12754 0.0 0.1 -0.1
C 2.44663 3.39267 3.11232 0.0 0.1 0.2
C 2.12766 3.08682 1.77265 0.0 0.0 -0.2
C 2.45414 3.89926 0.66745 -0.1 -0.2 0.0
C 2.12613 3.47256 -0.60624 0.1 0.2 0.1
C 1.47624 2.26189 -0.78662 0.0 -0.1 -0.1
N 1.12006 1.47713 0.24023 0.9 2.5 0.2
C 1.43339 1.88174 1.49823 0.1 0.0 0.2
C -0.81719 -3.32628 3.47650 0.1 0.1 -0.1
H -2.96999 -5.25542 1.71123 0.0 0.0 0.0
H -2.68513 -3.38717 0.09421 0.0 0.0 0.0
H 0.60307 -1.14421 3.91389 0.0 0.0 0.0
H 1.03082 0.74635 4.69803 0.0 0.0 0.0
H 2.29257 2.79297 5.15357 0.0 0.0 0.0
H 2.99970 4.29810 3.33011 0.0 0.0 0.0
H 2.96053 4.84224 0.83256 0.0 0.0 0.0
H 2.37820 4.07245 -1.47057 0.0 0.0 0.0
H 1.24956 1.87849 -1.77259 0.0 -0.1 0.1
H -0.28945 -3.31016 4.42207 0.0 0.0 0.0
O -0.14909 -1.68639 -3.60317 0.0 0.2 0.2
C 0.12089 -1.53032 -2.41663 0.1 -0.6 -0.4
O 0.19851 -0.37409 -1.83958 -0.3 0.1 -0.9
C 0.36425 -2.76696 -1.56279 0.2 -0.1 0.0
C -0.34554 -3.92192 -1.86937 -0.1 0.0 -0.1
C -0.16393 -5.09313 -1.15136 0.0 -0.1 -0.1
C 0.76187 -5.12622 -0.11821 0.0 0.0 0.0
C 1.48742 -3.98916 0.19707 -0.1 -0.1 -0.1
C 1.29361 -2.79691 -0.50449 0.0 0.1 -0.3
S 2.19301 -1.36229 -0.01447 0.4 -0.3 0.3
H -1.05926 -3.88266 -2.68378 0.1 0.0 0.0
H -0.74572 -5.97400 -1.39533 0.0 0.0 0.0
H 0.90428 -6.03423 0.45621 0.0 0.0 0.0
H 2.20342 -3.99589 1.00868 0.0 0.0 0.0
C -1.12037 2.90374 -3.31598 0.0 0.0 0.1
N -2.02956 1.77877 -3.42989 0.1 -0.1 -0.1
C -2.15867 1.14126 -4.72840 0.0 0.0 0.0
C -2.42623 1.16672 -2.27142 0.0 0.3 -0.2
O -1.89414 1.43004 -1.19807 -0.4 -0.4 0.2
N -3.49977 0.28623 -2.45946 0.1 0.1 0.2
C -4.70537 0.83803 -3.04793 0.0 0.0 -0.1
C -3.78289 -0.66053 -1.40261 0.0 0.1 0.0
H -0.57933 3.02696 -4.25161 0.0 0.0 0.0
H -0.41200 2.73739 -2.50656 -0.1 0.0 -0.1
H -1.67060 3.82620 -3.10648 0.1 0.0 0.0
H -1.18804 1.12795 -5.22642 0.0 0.0 0.0
H -2.87386 1.66219 -5.37656 0.0 0.0 0.0
H -2.47047 0.10958 -4.60100 0.0 0.0 0.0
H -4.46988 1.59028 -3.79651 0.0 0.0 0.0
H -5.33831 1.30420 -2.27912 0.0 0.0 0.0
H -5.27799 0.03651 -3.52022 0.0 0.0 0.0
H -2.85246 -1.00858 -0.98196 0.2 -0.1 0.2
H -4.32094 -1.50825 -1.83350 0.0 0.0 0.0
H -4.38657 -0.22141 -0.59726 0.0 0.0 0.0

=====

Energy relative to the best compared isomer or geometry (same formula, charge and spin) for the records above, in order: 10.7, 75.6, 18.1 kcal/mol
E_tot for the records above, in order: -347223.965, -84012.321, -92659.305 eV